[1]
Here is a single C6H18ClN3Si molecule in a non-equilibrium geometry from the OMol25 dataset. Energies are from wB97M-V/def2-TZVPD.

```
29
Properties=species:S:1:pos:R:3
C 3.481 -0.164 1.125
C 2.409 0.871 0.640
N 1.070 0.459 0.925
Si -0.124 -0.095 -0.205
Cl 0.969 -1.598 -1.690
N -0.728 1.141 -1.226
C -1.492 2.251 -0.648
C -0.601 1.164 -2.667
N -1.240 -1.114 0.560
C -2.366 -1.913 -0.085
C -0.993 -1.738 1.866
H 3.237 -0.476 2.118
H 3.574 -0.827 0.297
H 4.494 0.351 1.262
H 2.658 1.841 0.998
H 2.504 0.956 -0.456
H 1.117 -0.187 1.699
H -2.285 1.852 -0.001
H -0.956 3.065 -0.108
H -2.089 2.654 -1.526
H -0.810 2.169 -3.012
H 0.385 0.717 -2.852
H -1.444 0.478 -2.985
H -3.243 -1.955 0.568
H -2.777 -1.373 -0.896
H -2.069 -2.885 -0.470
H -0.499 -2.805 1.898
H -0.299 -1.012 2.399
H -1.884 -1.826 2.475
```

Results
Energy (hartree): -1153.41803
ΔE to the lowest compared entry with this formula, charge and spin (kJ/mol): 0.00
Maximum force (Eh/bohr): 0.063
Highest occupied orbital energy (eV): -8.75
Total charge: 0
LUMO energy (eV): 0.803

Taken from the Mulliken analysis, the atomic charges in e are:
1. C -1.155
2. C -0.436
3. N -0.157
4. Si 0.082
5. Cl -0.450
6. N 0.339
7. C -1.053
8. C -1.058
9. N 0.298
10. C -1.092
11. C -0.930
12. H 0.397
13. H 0.258
14. H 0.341
15. H 0.361
16. H 0.255
17. H 0.060
18. H 0.349
19. H 0.212
20. H 0.432
21. H 0.453
22. H 0.289
23. H 0.264
24. H 0.406
25. H 0.328
26. H 0.322
27. H 0.289
28. H 0.234
29. H 0.361


[2]
Here is a molecular structure, C6H18ClO6Y in a non-equilibrium geometry from the OMol25 dataset. Energies are from wB97M-V/def2-TZVPD.

```
32
Properties=species:S:1:pos:R:3
Y -0.640 -2.967 0.514
Cl 0.797 0.529 -0.861
C 1.554 -6.808 -0.479
C 2.525 -5.730 -1.107
O 2.269 -4.389 -0.835
O 0.391 -6.263 0.105
H 2.073 -7.321 0.331
H 1.262 -7.585 -1.185
H 2.766 -5.757 -2.170
H 3.480 -5.850 -0.596
H 2.971 -3.831 -1.176
H -0.206 -6.964 0.375
C -1.212 4.703 -4.512
C -1.353 5.459 -3.159
O -1.607 4.473 -2.137
O 0.102 4.039 -4.598
H -1.319 5.423 -5.324
H -2.033 3.998 -4.641
H -2.244 6.078 -3.266
H -0.548 6.147 -2.902
H -0.903 3.829 -2.031
H 0.179 3.360 -3.924
C -0.402 2.254 4.528
C -1.470 1.495 3.759
O -1.167 0.076 3.641
O -0.220 1.737 5.835
H -0.687 3.306 4.544
H 0.534 2.267 3.971
H -1.569 1.990 2.794
H -2.456 1.560 4.219
H -1.255 -0.257 4.537
H 0.388 0.999 5.749
```

Results
Energy (hartree): -1188.41133
ΔE to the lowest compared entry with this formula, charge and spin (kJ/mol): 544.02
Maximum force (Eh/bohr): 0.073
Highest occupied orbital energy (eV): -13.77
Total charge: +2
LUMO energy (eV): -11.818

Taken from the Mulliken analysis, the atomic charges in e are:
1. Y 1.900
2. Cl -0.281
3. C -0.373
4. C -0.387
5. O -0.469
6. O -0.479
7. H 0.315
8. H 0.353
9. H 0.356
10. H 0.286
11. H 0.301
12. H 0.302
13. C -0.339
14. C -0.285
15. O -0.453
16. O -0.454
17. H 0.332
18. H 0.253
19. H 0.287
20. H 0.250
21. H 0.278
22. H 0.281
23. C -0.410
24. C -0.337
25. O -0.531
26. O -0.495
27. H 0.334
28. H 0.258
29. H 0.325
30. H 0.266
31. H 0.311
32. H 0.307


[3]
Here is a molecular structure, C6H18F6InN3O15S6 in a non-equilibrium geometry from the OMol25 dataset. Energies are from wB97M-V/def2-TZVPD.

```
55
Properties=species:S:1:pos:R:3
In -34.288 31.052 11.529
N -35.723 35.115 11.343
S -35.470 36.339 10.482
O -34.594 37.404 10.924
O -36.591 36.634 9.560
F -34.535 35.584 9.393
S -36.828 35.874 12.411
O -38.216 35.578 12.250
O -36.513 37.152 13.040
F -36.496 34.894 13.609
N -35.504 27.037 10.491
S -34.805 25.885 9.410
O -35.346 25.743 8.060
O -34.187 24.733 10.065
F -33.474 26.744 9.179
S -36.706 26.098 10.632
O -36.530 24.917 11.486
O -37.625 26.032 9.463
F -37.612 27.019 11.590
N -30.380 32.268 10.110
S -29.550 33.721 10.500
O -29.258 34.677 9.404
O -28.510 33.655 11.538
F -30.868 34.310 11.261
S -29.128 31.735 9.358
O -27.968 31.365 10.187
O -28.908 32.341 8.029
F -29.729 30.304 9.013
C -31.317 34.931 16.453
C -32.594 34.231 15.933
O -32.395 32.941 15.338
H -30.734 35.111 15.550
H -30.667 34.242 16.993
H -31.526 35.916 16.870
H -33.145 34.878 15.250
H -33.452 34.198 16.605
H -31.854 32.512 16.005
C -33.688 29.803 5.064
C -33.678 30.910 6.068
O -34.787 30.817 7.008
H -33.704 28.839 5.572
H -32.845 29.889 4.378
H -34.567 29.853 4.421
H -33.758 31.922 5.670
H -32.770 30.839 6.666
H -35.586 30.824 6.476
C -35.579 27.178 15.883
C -35.698 28.721 16.207
O -36.310 29.433 15.111
H -35.356 26.676 16.824
H -34.903 26.866 15.087
H -36.547 26.690 15.773
H -34.837 29.346 16.446
H -36.435 28.863 16.997
H -37.229 29.428 15.388
```

Results
Energy (hartree): -4710.06876
ΔE to the lowest compared entry with this formula, charge and spin (kJ/mol): 0.00
Maximum force (Eh/bohr): 0.196
Highest occupied orbital energy (eV): -10.37
Total charge: 0
LUMO energy (eV): -8.878

Taken from the Mulliken analysis, the atomic charges in e are:
1. In 0.962
2. N -0.033
3. S 1.030
4. O -0.429
5. O -0.475
6. F -0.270
7. S 1.057
8. O -0.512
9. O -0.483
10. F -0.234
11. N -0.105
12. S 1.089
13. O -0.486
14. O -0.507
15. F -0.237
16. S 1.085
17. O -0.469
18. O -0.481
19. F -0.275
20. N -0.068
21. S 1.038
22. O -0.464
23. O -0.479
24. F -0.214
25. S 1.091
26. O -0.483
27. O -0.463
28. F -0.230
29. C -0.930
30. C -0.301
31. O -0.478
32. H 0.254
33. H 0.325
34. H 0.313
35. H 0.245
36. H 0.294
37. H 0.283
38. C -0.994
39. C -0.124
40. O -0.514
41. H 0.249
42. H 0.316
43. H 0.344
44. H 0.287
45. H 0.182
46. H 0.283
47. C -0.870
48. C -0.348
49. O -0.490
50. H 0.346
51. H 0.248
52. H 0.266
53. H 0.260
54. H 0.298
55. H 0.296


[4]
Here is a molecular structure, C6H18FO6Sr in a non-equilibrium geometry from the OMol25 dataset. Energies are from wB97M-V/def2-TZVPD.

```
32
Properties=species:S:1:pos:R:3
Sr -0.435 -1.287 -0.745
F 0.704 -4.690 -2.373
C 1.067 0.903 -4.988
C -0.134 1.849 -4.719
O -0.863 1.863 -3.453
O 1.885 0.744 -3.810
H 1.615 1.221 -5.875
H 0.777 -0.040 -5.451
H -0.825 1.873 -5.561
H 0.207 2.884 -4.733
H -1.088 2.756 -3.182
H 2.553 1.427 -3.715
C -3.904 -1.342 3.389
C -2.750 -2.343 3.744
O -2.132 -2.925 2.639
O -3.590 -0.599 2.215
H -4.241 -0.791 4.267
H -4.765 -1.957 3.128
H -3.144 -3.129 4.388
H -2.003 -1.727 4.245
H -2.601 -3.758 2.560
H -4.378 -0.126 1.939
C 2.159 1.408 2.026
C 3.437 0.527 1.727
O 3.022 -0.705 1.185
O 1.562 1.898 0.831
H 2.575 2.270 2.548
H 1.362 0.950 2.612
H 4.056 0.590 2.622
H 3.888 1.107 0.922
H 3.789 -1.274 1.285
H 2.194 2.422 0.333
```

Results
Energy (hartree): -821.00009
ΔE to the lowest compared entry with this formula, charge and spin (kJ/mol): 831.61
Maximum force (Eh/bohr): 0.068
Highest occupied orbital energy (eV): -10.36
Total charge: +1
LUMO energy (eV): -5.412

Taken from the Mulliken analysis, the atomic charges in e are:
1. Sr 1.762
2. F -0.818
3. C -0.458
4. C -0.331
5. O -0.534
6. O -0.493
7. H 0.279
8. H 0.327
9. H 0.342
10. H 0.259
11. H 0.318
12. H 0.305
13. C -0.377
14. C -0.470
15. O -0.473
16. O -0.513
17. H 0.349
18. H 0.276
19. H 0.346
20. H 0.243
21. H 0.317
22. H 0.320
23. C -0.526
24. C -0.295
25. O -0.468
26. O -0.517
27. H 0.314
28. H 0.317
29. H 0.363
30. H 0.225
31. H 0.302
32. H 0.307


[5]
Here is a molecular structure, C6H18HgO10S in a non-equilibrium geometry from the OMol25 dataset. Energies are from wB97M-V/def2-TZVPD.

```
36
Properties=species:S:1:pos:R:3
Hg -0.433 0.166 0.204
S -3.223 1.797 2.724
O -1.820 1.637 2.895
O -3.440 1.170 1.475
O -4.006 1.158 3.753
O -3.493 3.251 2.645
C -0.471 -2.597 -2.819
C 0.664 -1.726 -3.531
O 1.245 -0.875 -2.588
O -1.452 -1.631 -2.377
H -0.054 -3.120 -1.958
H -1.004 -3.236 -3.523
H 0.279 -1.120 -4.351
H 1.354 -2.366 -4.081
H 1.995 -0.472 -3.032
H -2.307 -1.766 -2.791
C 0.642 4.227 -1.633
C 1.283 4.366 -0.304
O 1.846 3.127 0.008
O -0.335 3.213 -1.788
H 1.380 4.141 -2.431
H 0.092 5.137 -1.871
H 0.547 4.691 0.431
H 2.035 5.146 -0.189
H 2.303 3.102 0.851
H -1.159 3.705 -1.764
C 1.510 -3.307 2.349
C 0.108 -3.410 3.039
O -0.814 -2.935 2.106
O 1.835 -1.943 2.018
H 1.633 -3.910 1.450
H 2.321 -3.668 2.981
H 0.151 -2.721 3.883
H -0.067 -4.451 3.309
H -1.735 -3.067 2.343
H 2.590 -1.715 2.564
```

Results
Energy (hartree): -1543.10912
ΔE to the lowest compared entry with this formula, charge and spin (kJ/mol): 608.69
Maximum force (Eh/bohr): 0.101
Highest occupied orbital energy (eV): -8.38
Total charge: 0
LUMO energy (eV): -4.792

Taken from the Mulliken analysis, the atomic charges in e are:
1. Hg 0.486
2. S 1.306
3. O -0.389
4. O -0.420
5. O -0.526
6. O -0.486
7. C -0.396
8. C -0.423
9. O -0.433
10. O -0.458
11. H 0.180
12. H 0.387
13. H 0.285
14. H 0.356
15. H 0.263
16. H 0.255
17. C -0.551
18. C -0.315
19. O -0.491
20. O -0.451
21. H 0.251
22. H 0.384
23. H 0.259
24. H 0.328
25. H 0.293
26. H 0.303
27. C -0.576
28. C -0.271
29. O -0.472
30. O -0.456
31. H 0.266
32. H 0.407
33. H 0.243
34. H 0.315
35. H 0.273
36. H 0.277


[6]
Here is a molecular structure, C6H18KO8P2 from the OMol25 dataset. Energies are from wB97M-V/def2-TZVPD.

```
35
Properties=species:S:1:pos:R:3
K -12.983 -22.116 17.738
C -13.923 -19.697 22.726
O -13.711 -20.555 21.576
P -14.282 -22.004 21.562
O -14.099 -22.682 20.272
O -15.795 -21.809 21.968
C -16.579 -22.973 22.327
O -13.648 -22.749 22.795
C -13.002 -24.029 22.696
H -13.012 -19.687 23.318
H -14.770 -20.050 23.309
H -14.134 -18.698 22.357
H -16.660 -23.009 23.407
H -16.162 -23.887 21.901
H -17.545 -22.843 21.845
H -13.304 -24.599 23.571
H -11.928 -23.888 22.628
H -13.363 -24.581 21.826
C -17.288 -25.595 15.645
O -17.433 -24.619 16.691
P -16.394 -24.496 17.865
O -15.082 -23.969 17.470
O -16.284 -25.918 18.527
C -17.333 -26.469 19.335
O -17.171 -23.651 18.924
C -17.207 -22.202 18.885
H -16.543 -25.250 14.932
H -18.259 -25.762 15.196
H -16.941 -26.546 16.058
H -16.840 -27.078 20.089
H -18.016 -27.089 18.756
H -17.913 -25.699 19.841
H -16.536 -21.839 18.105
H -16.861 -21.843 19.848
H -18.218 -21.916 18.614
```

Results
Energy (hartree): -2124.02542
ΔE to the lowest compared entry with this formula, charge and spin (kJ/mol): 0.00
Maximum force (Eh/bohr): 0.016
Highest occupied orbital energy (eV): -13.37
Total charge: +1
LUMO energy (eV): -2.979

Taken from the Mulliken analysis, the atomic charges in e are:
1. K 1.028
2. C -0.624
3. O -0.431
4. P 1.033
5. O -0.508
6. O -0.378
7. C -0.679
8. O -0.327
9. C -0.638
10. H 0.260
11. H 0.301
12. H 0.246
13. H 0.290
14. H 0.309
15. H 0.287
16. H 0.262
17. H 0.270
18. H 0.295
19. C -0.673
20. O -0.311
21. P 0.869
22. O -0.574
23. O -0.306
24. C -0.600
25. O -0.162
26. C -0.445
27. H 0.268
28. H 0.249
29. H 0.317
30. H 0.252
31. H 0.263
32. H 0.291
33. H 0.252
34. H 0.025
35. H 0.285


[7]
Here is 2 unconnected molecules or ions with the total composition C6H18N2O2P2 in a non-equilibrium geometry from the OMol25 dataset. Energies are from wB97M-V/def2-TZVPD.

```
30
Properties=species:S:1:pos:R:3
C -1.600 -1.948 2.472
C -0.879 -2.253 1.029
O -0.355 -1.064 0.335
P 1.325 -0.851 0.781
P 3.385 -0.705 1.584
N 3.807 -2.434 1.960
O 4.494 -0.190 0.344
H -1.496 -0.838 2.848
H -1.073 -2.625 3.300
H -2.732 -2.288 2.471
H -1.698 -2.806 0.360
H -0.030 -3.060 1.243
H 0.877 -0.701 2.172
H 1.707 -2.171 0.268
H 1.524 0.255 -0.124
H 2.900 -2.814 2.346
H 3.884 -2.887 1.009
H 4.314 -0.697 -0.502
C -1.605 3.721 -2.681
C -1.005 2.322 -2.593
C -1.790 1.396 -1.661
C -1.796 1.969 -0.253
N -1.802 2.445 0.914
H -1.590 4.229 -1.712
H -1.029 4.338 -3.378
H -2.641 3.683 -3.036
H 0.034 2.402 -2.249
H -0.979 1.882 -3.596
H -1.329 0.403 -1.643
H -2.822 1.285 -2.010
```

Results
Energy (hartree): -1181.96925
Maximum force (Eh/bohr): 0.195
Highest occupied orbital energy (eV): -8.10
Total charge: 0
LUMO energy (eV): 0.370

Taken from the Mulliken analysis, the atomic charges in e are:
1. C -0.852
2. C -0.327
3. O -0.399
4. P 0.131
5. P 0.180
6. N -0.638
7. O -0.461
8. H 0.256
9. H 0.256
10. H 0.275
11. H 0.282
12. H 0.292
13. H 0.092
14. H 0.014
15. H -0.002
16. H 0.305
17. H 0.276
18. H 0.306
19. C -1.172
20. C -0.469
21. C -0.063
22. C 0.193
23. N -0.540
24. H 0.348
25. H 0.344
26. H 0.297
27. H 0.241
28. H 0.361
29. H 0.125
30. H 0.350


Q: Which of these has the highest maximum force?
A: C6H18F6InN3O15S6